Entry 1:
This record from the OMol25 dataset describes a 2-piece molecular cluster, C7H12N2O3 overall at a distorted geometry. The level of theory is ωB97M-V with the def2-TZVPD basis set.

Results
**Gap between HOMO and LUMO**: 9.2 eV
**Energy relative to the best compared isomer or geometry (same formula, charge and spin)**: 87.4 kcal per mole
**HOMO**: -9.187 eV
**E_tot**: -609.0490 hartree
**LUMO energy**: 0.0 eV

Each line ends with the natural charge from an NBO analysis.
CARTESIAN COORDINATES (ANGSTROEM)
1 C -1.5126 -1.3942 1.5648  -0.44
2 N -2.2438 -0.7250 0.5183  -0.18
3 O -2.6340 0.5602 0.9686  -0.57
4 C -1.7016 -0.6492 -0.7516  0.75
5 N -0.8971 -1.6570 -1.1886  -0.83
6 O -2.0384 0.2738 -1.4961  -0.68
7 H -2.0961 -1.2625 2.5043  0.23
8 H -1.4627 -2.4685 1.3568  0.21
9 H -0.4994 -0.9836 1.6938  0.19
10 H -2.9963 0.9462 0.1500  0.50
11 H -0.3433 -2.2115 -0.5528  0.40
12 H -0.4858 -1.4850 -2.0819  0.41
13 C -0.0668 2.4651 -0.4792  -0.60
14 C 1.2921 2.4975 0.2144  -0.49
15 C 1.8774 1.1795 0.4557  0.13
16 C 2.5181 0.1539 0.4227  -0.18
17 C 3.4381 -0.9010 0.1989  0.36
18 O 3.2105 -1.9241 -0.4079  -0.50
19 H -0.8732 2.1563 0.2044  0.23
20 H -0.3069 3.4332 -0.9157  0.21
21 H -0.0029 1.7765 -1.3200  0.22
22 H 2.0104 3.0573 -0.4397  0.24
23 H 1.2372 3.0347 1.1759  0.24
24 H 4.4330 -0.7082 0.6472  0.13

Atoms 1-3, force components in eV/Å:
-0.3 0.0 0.9
0.3 -0.1 0.0
-0.2 -0.2 0.0

***

Entry 2:
This record from the OMol25 dataset describes one molecule with the formula C7H12N2O6 at a distorted geometry. The level of theory is ωB97M-V with the def2-TZVPD basis set.

Results
**Gap between HOMO and LUMO**: 10.2 eV
**Energy relative to the best compared isomer or geometry (same formula, charge and spin)**: 47.9 kcal per mole
**HOMO**: -9.831 eV
**E_tot**: -834.8803 hartree
**LUMO energy**: 0.4 eV

Each line ends with the natural charge from an NBO analysis.
CARTESIAN COORDINATES (ANGSTROEM)
1 N 3.1835 -0.1922 0.9008  -0.82
2 C 1.6963 0.0085 0.5442  -0.16
3 C 1.3894 1.5370 0.6746  -0.52
4 C 0.5365 1.5411 1.9596  0.83
5 O -0.4170 0.8679 2.2516  -0.65
6 O 0.9301 2.5257 2.8375  -0.68
7 C 1.5389 -0.6215 -0.9017  0.70
8 O 2.4020 -0.8928 -1.6057  -0.58
9 N 0.2254 -0.6128 -1.4244  -0.67
10 C -1.1153 -0.5617 -0.6933  -0.18
11 C -1.8654 0.6851 -1.0398  -0.09
12 O -1.6252 1.8023 -0.1696  -0.71
13 C -1.8769 -1.8217 -1.2609  0.80
14 O -1.9547 -2.2596 -2.3420  -0.56
15 O -2.6599 -2.1902 -0.2414  -0.70
16 H 3.1575 -0.8836 1.6374  0.35
17 H 3.5468 -0.8700 0.1623  0.38
18 H 0.9793 -0.5985 1.1357  0.21
19 H 2.2044 2.1436 0.8679  0.25
20 H 0.7869 1.8752 -0.1678  0.27
21 H 0.1230 2.5517 3.4253  0.49
22 H 0.2861 -1.0843 -2.3276  0.41
23 H -0.9008 -0.7566 0.3504  0.25
24 H -2.9213 0.4017 -1.3263  0.18
25 H -1.3976 1.0111 -1.9915  0.21
26 H -1.8454 1.5074 0.7215  0.48
27 H -3.1048 -3.0907 -0.3614  0.50

Atoms 1-3, force components in eV/Å:
-1.3 -2.0 -1.0
2.2 -1.0 -1.4
-2.8 -3.0 1.0

***

Entry 3:
This record from the OMol25 dataset describes one molecule with the formula C7H12N2OS2 at a distorted geometry. The level of theory is ωB97M-V with the def2-TZVPD basis set.

Results
**Gap between HOMO and LUMO**: 9.4 eV
**Energy relative to the best compared isomer or geometry (same formula, charge and spin)**: 45.0 kcal per mole
**HOMO**: -9.375 eV
**E_tot**: -1254.9926 hartree
**LUMO energy**: 0.0 eV

Each line ends with the natural charge from an NBO analysis.
CARTESIAN COORDINATES (ANGSTROEM)
1 C 3.0510 0.9267 -0.7509  -0.61
2 C 2.8540 -0.5731 -0.6978  -0.39
3 C 1.7235 -1.0508 0.2507  -0.42
4 C 0.3365 -0.5801 -0.1537  -0.60
5 C -2.3080 -0.6267 0.2225  -0.53
6 C -2.8672 0.6136 0.3429  0.09
7 C -2.3821 1.7423 1.1794  -0.65
8 H 2.1661 1.4081 -1.1853  0.20
9 H 3.9410 1.1992 -1.3146  0.22
10 H 3.2135 1.3363 0.2342  0.20
11 H 2.6862 -1.0383 -1.6928  0.20
12 H 3.7515 -1.0465 -0.3106  0.21
13 H 1.9617 -0.7449 1.2646  0.20
14 H 1.7350 -2.1508 0.2615  0.23
15 H 0.1063 -0.8376 -1.1780  0.23
16 H 0.2001 0.4900 -0.0470  0.22
17 H -3.1996 2.4005 1.5037  0.25
18 H -1.8802 1.3906 2.0858  0.23
19 H -1.7155 2.3634 0.5987  0.23
20 N -4.3535 -0.2876 -1.0727  -0.33
21 N -3.9724 0.7677 -0.4247  -0.19
22 O -0.9217 -2.8113 0.7364  -0.96
23 S -0.8652 -1.3253 0.9699  1.29
24 S -3.2609 -1.5655 -0.8222  0.66

Atoms 1-3, force components in eV/Å:
-0.3 0.0 -0.4
-0.4 -0.9 0.2
0.5 -0.2 -0.6